[1]
{
  "formula": "C2H3OP",
  "method": "ωB97M-V with the def2-TZVPD basis set",
  "homo_lumo_gap_ev": 9.3,
  "fmax_ev_per_a": 6.4,
  "e_lumo_ha": 0.0119,
  "charge": 0,
  "homo_ev": -9.0,
  "e_tot_ha": -494.47754,
  "symbols": ["C", "C", "O", "P", "H", "H", "H"],
  "xyz": [[-0.25110, -1.15448, 0.15882], [0.50979, 0.62791, 0.06952], [-0.85440, 1.10770, 0.05755], [-1.68734, -0.24231, 0.11980], [0.16548, -1.99854, -0.40174], [1.16054, 0.85783, 0.83244], [0.95702, 0.80189, -0.83639]],
  "forces_ev_per_angstrom": [[0.7, 4.0, -1.2], [-3.9, -5.0, -0.5], [1.1, 2.1, 1.0], [0.8, -2.1, -0.1], [-0.2, 0.0, 0.9], [0.7, 0.8, 2.2], [0.9, 0.3, -2.3]]
}

[2]
{
  "formula": "C3H6N4S",
  "method": "ωB97M-V with the def2-TZVPD basis set",
  "smiles": "Cn1[nH]c(N)nc1=S",
  "homo_lumo_gap_ev": 8.1,
  "fmax_ev_per_a": 4.6,
  "e_lumo_ha": 0.0105,
  "charge": 0,
  "homo_ev": -7.8,
  "e_tot_ha": -735.08247,
  "symbols": ["C", "C", "C", "N", "N", "N", "N", "S", "H", "H", "H", "H", "H", "H"],
  "xyz": [[0.48233, -1.22999, -0.07228], [-1.37870, -0.26581, -0.13589], [-0.59865, 2.02993, 0.18579], [-0.74036, -1.42695, 0.07801], [0.74190, 0.08732, -0.29597], [-0.43836, 0.72096, -0.41973], [1.43855, -2.16800, 0.06208], [-2.92485, 0.26072, 0.00542], [-1.32738, 2.61351, -0.44673], [-0.82037, 1.77286, 1.25325], [0.42557, 2.46237, 0.23030], [1.72478, 0.30121, -0.50591], [1.07012, -3.05620, 0.35101], [2.34543, -2.10193, -0.28936]],
  "forces_ev_per_angstrom": [[2.8, 1.9, -0.1], [-0.4, 1.7, 0.0], [0.9, 0.0, 0.4], [-4.0, -2.2, 0.3], [3.9, -2.3, 0.6], [-0.6, 0.2, -1.1], [-1.2, -0.4, 0.7], [-1.0, -0.7, 0.2], [0.8, -0.5, 1.4], [-0.7, 1.1, -0.8], [-0.8, 0.2, -0.4], [-1.3, 1.2, -0.3], [0.2, -0.2, -0.2], [1.2, 0.2, -0.5]]
}

[3]
{
  "formula": "C7H19BeN8O13",
  "method": "ωB97M-V with the def2-TZVPD basis set",
  "homo_lumo_gap_ev": 4.9,
  "fmax_ev_per_a": 18.1,
  "e_lumo_ha": 0.0865,
  "charge": -1,
  "homo_ev": -2.6,
  "e_tot_ha": -1708.40178,
  "symbols": ["Be", "O", "C", "O", "O", "H", "O", "C", "O", "O", "H", "O", "C", "O", "O", "H", "C", "O", "N", "N", "H", "H", "H", "H", "C", "O", "N", "N", "H", "H", "H", "H", "C", "O", "N", "N", "H", "H", "H", "H", "C", "O", "N", "N", "H", "H", "H", "H"],
  "xyz": [[-0.30496, 0.03124, 0.25636], [-0.98697, 3.58337, -0.01560], [-1.11288, 2.27190, 0.22063], [-0.14352, 1.59870, 0.58502], [-2.23918, 1.79465, -0.00706], [-1.89027, 3.58506, -0.34064], [-2.80780, -2.49318, -0.07096], [-2.81890, -1.15319, -0.24984], [-3.88440, -0.50291, -0.60204], [-1.81958, -0.51529, -0.03222], [-1.96783, -2.43673, 0.39042], [-1.16223, -0.35531, -3.31505], [-1.46910, 0.17473, -2.13741], [-0.46340, 0.37933, -1.44459], [-2.61925, 0.46161, -2.01808], [-2.05772, -0.19644, -3.62238], [-0.97400, 0.45096, 2.56318], [-1.00105, -0.32244, 1.63926], [-0.19225, 1.46302, 2.67396], [-1.80709, 0.37138, 3.54017], [0.17323, 1.71933, 1.76796], [-0.24446, 2.11098, 3.44697], [-2.44244, -0.35687, 3.83354], [-1.81114, 1.16023, 4.17088], [0.25106, -2.01450, -0.95577], [0.03085, -1.44460, 0.06207], [0.00304, -1.57387, -2.07320], [0.70849, -3.21448, -1.09340], [0.13618, -2.13602, -2.90167], [-0.27805, -0.61182, -2.19782], [0.92722, -3.70435, -0.23767], [1.06155, -3.45322, -2.00907], [1.67856, 0.18025, -1.36631], [1.02504, 0.48699, -0.36941], [2.81311, -0.42051, -1.32646], [1.35981, 0.57658, -2.50539], [3.18573, -0.78924, -0.46316], [3.29203, -0.44244, -2.21542], [1.82699, 0.02367, -3.20976], [0.35259, 0.61928, -2.56688], [1.85284, 0.35022, 1.55716], [0.85969, -0.26872, 1.17073], [2.22590, 0.37161, 2.77753], [2.64721, 0.99804, 0.87206], [2.85663, 1.03004, 3.21198], [1.45591, -0.01505, 3.30451], [2.63677, 0.95406, -0.13693], [3.13802, 1.67394, 1.43981]],
  "forces_ev_per_angstrom": [[-3.4, 0.2, -1.0], [1.1, 1.1, 0.1], [-3.9, -1.4, -0.9], [-1.3, 5.2, -2.3], [0.7, 2.4, 1.1], [-0.9, 1.3, -0.5], [0.3, -0.9, 0.2], [-6.5, 5.1, -1.3], [0.0, -4.4, 2.0], [-3.0, -2.0, -2.4], [0.8, -1.3, 0.5], [-1.4, 0.2, -6.3], [-6.1, 4.2, 0.7], [-7.0, 4.8, -1.1], [-0.6, 1.9, -2.1], [-0.6, -0.2, -1.4], [-1.1, -1.4, -0.9], [-3.3, -1.0, 6.5], [2.2, 3.3, 4.7], [-4.0, -0.2, 5.8], [0.9, 1.3, 0.2], [-0.2, -0.3, -0.1], [0.4, -0.1, -1.0], [-0.2, -0.3, 0.0], [-0.1, -1.5, 1.4], [0.3, -7.7, 0.0], [0.8, -1.2, -7.5], [2.4, -5.9, 1.8], [-0.2, 0.0, 0.3], [3.3, -3.6, 1.1], [0.3, -0.4, -0.5], [0.1, -0.5, 0.9], [-2.3, 1.5, 4.2], [11.0, 1.6, -11.7], [4.9, -2.9, 0.2], [1.8, 2.1, -8.5], [0.1, -0.1, -0.5], [0.6, -0.5, 0.7], [-0.3, 0.4, -0.7], [0.7, 1.5, -0.7], [-4.4, -3.7, -0.1], [10.0, -2.1, 15.0], [0.2, -2.2, 6.9], [6.8, 5.7, -4.0], [-0.2, -0.2, -0.3], [0.5, 0.4, 0.9], [0.8, 1.7, 1.6], [0.7, 0.0, -1.0]]
}

Question: charge of number 1 (C2H3OP)?
Answer: 0

Question: Which formula does entry 3 have?
Answer: C7H19BeN8O13

What did the first record say?
{
  "formula": "C2H3OP",
  "method": "ωB97M-V with the def2-TZVPD basis set",
  "homo_lumo_gap_ev": 9.3,
  "fmax_ev_per_a": 6.4,
  "e_lumo_ha": 0.0119,
  "charge": 0,
  "homo_ev": -9.0,
  "e_tot_ha": -494.47754,
  "symbols": ["C", "C", "O", "P", "H", "H", "H"],
  "xyz": [[-0.25110, -1.15448, 0.15882], [0.50979, 0.62791, 0.06952], [-0.85440, 1.10770, 0.05755], [-1.68734, -0.24231, 0.11980], [0.16548, -1.99854, -0.40174], [1.16054, 0.85783, 0.83244], [0.95702, 0.80189, -0.83639]],
  "forces_ev_per_angstrom": [[0.7, 4.0, -1.2], [-3.9, -5.0, -0.5], [1.1, 2.1, 1.0], [0.8, -2.1, -0.1], [-0.2, 0.0, 0.9], [0.7, 0.8, 2.2], [0.9, 0.3, -2.3]]
}